Here is C60H126N2O12 as an isolated structure in a non-equilibrium geometry from OMol25. Energies are from the ωB97M-V functional and the def2-TZVPD basis.

```
200
Properties=species:S:1:pos:R:3
C -2.29 1.07 -1.62
C -2.23 2.23 -2.65
C -1.36 3.29 -1.92
O -1.84 3.13 -0.59
C -2.34 1.81 -0.33
H -1.39 0.46 -1.74
H -3.12 0.39 -1.78
H -3.26 2.55 -2.78
H -1.83 1.99 -3.63
H -1.50 4.32 -2.28
H -0.29 3.10 -1.95
H -3.35 1.81 0.07
H -1.67 1.28 0.35
C 2.17 -2.16 -2.60
C 0.71 -2.63 -2.71
C 0.01 -1.57 -3.52
O 1.04 -0.98 -4.31
C 2.24 -0.98 -3.54
H 2.79 -3.00 -2.90
H 2.16 -1.97 -1.53
H 0.24 -2.68 -1.72
H 0.59 -3.61 -3.18
H -0.52 -0.84 -2.91
H -0.78 -1.98 -4.15
H 2.32 -0.13 -2.87
H 3.19 -0.96 -4.06
C 0.62 0.93 0.72
C -0.22 -0.28 0.97
C -0.22 -0.99 -0.40
O -0.15 0.08 -1.27
C 0.64 1.15 -0.78
H 1.61 0.87 1.16
H 0.21 1.81 1.22
H -1.25 0.04 1.16
H 0.27 -0.98 1.65
H -1.12 -1.57 -0.62
H 0.58 -1.72 -0.51
H 0.25 2.11 -1.11
H 1.67 1.12 -1.14
C -4.25 -1.84 0.05
C -5.33 -0.89 -0.30
C -4.59 0.42 -0.53
O -3.54 0.32 0.44
C -3.15 -1.02 0.79
H -3.88 -2.39 -0.82
H -4.66 -2.63 0.67
H -6.11 -0.85 0.47
H -5.88 -1.23 -1.18
H -5.19 1.30 -0.32
H -4.24 0.48 -1.56
H -3.28 -1.19 1.86
H -2.18 -1.26 0.35
C -0.13 1.08 -4.08
C -0.17 2.56 -4.42
C 0.96 3.18 -3.62
O 1.12 2.26 -2.49
C 0.97 0.98 -3.05
H 0.09 0.41 -4.91
H -1.04 0.74 -3.60
H -1.12 3.04 -4.19
H -0.08 2.76 -5.48
H 0.75 4.21 -3.29
H 1.89 3.29 -4.16
H 0.73 0.32 -2.22
H 1.93 0.63 -3.43
C -0.98 -1.71 2.82
C -0.70 -0.80 3.96
C -1.21 -1.50 5.22
O -2.42 -2.08 4.75
C -2.09 -2.60 3.41
H -0.14 -2.36 2.58
H -1.37 -1.32 1.89
H -1.34 0.04 3.71
H 0.33 -0.45 4.00
H -1.44 -0.85 6.06
H -0.49 -2.23 5.59
H -3.03 -2.76 2.88
H -1.85 -3.63 3.67
C -1.62 -2.73 -0.05
C -2.48 -3.65 0.72
C -1.46 -4.51 1.47
O -0.29 -4.53 0.62
C -0.53 -3.67 -0.51
H -1.25 -1.93 0.60
H -2.16 -2.34 -0.90
H -3.13 -4.25 0.10
H -3.20 -3.15 1.37
H -1.95 -5.47 1.66
H -1.18 -4.09 2.44
H -0.83 -4.25 -1.38
H 0.37 -3.08 -0.70
C -3.66 -1.55 -3.90
C -3.10 -0.92 -2.64
C -2.24 -1.96 -2.05
O -1.67 -2.60 -3.21
C -2.68 -2.65 -4.24
H -3.76 -0.82 -4.71
H -4.63 -1.97 -3.67
H -3.83 -0.54 -1.93
H -2.54 -0.01 -2.83
H -2.77 -2.63 -1.37
H -1.43 -1.57 -1.43
H -3.15 -3.63 -4.25
H -2.17 -2.48 -5.19
C -1.25 4.90 2.65
C -1.70 3.96 1.54
C -0.69 4.12 0.37
O 0.33 5.01 0.82
C 0.26 5.18 2.26
H -1.35 4.51 3.66
H -1.83 5.81 2.53
H -2.73 4.14 1.23
H -1.75 2.92 1.85
H -1.16 4.55 -0.52
H -0.20 3.17 0.17
H 0.57 6.19 2.50
H 0.97 4.46 2.66
C -0.23 1.28 3.48
C 0.20 2.61 3.12
C 1.16 3.01 4.25
O 1.67 1.79 4.77
C 0.91 0.70 4.32
H -0.49 0.55 2.72
H -1.14 1.35 4.07
H -0.66 3.29 3.09
H 0.69 2.62 2.15
H 0.61 3.40 5.11
H 1.84 3.81 3.97
H 0.47 0.16 5.16
H 1.52 0.01 3.73
C 2.14 4.28 0.64
C 3.62 4.09 0.53
C 3.76 2.61 0.74
O 2.69 2.07 0.03
C 1.56 2.97 0.06
H 1.72 5.16 0.16
H 1.84 4.29 1.69
H 4.11 4.74 1.26
H 3.99 4.42 -0.44
H 3.57 2.42 1.79
H 4.75 2.21 0.52
H 0.76 2.72 0.75
H 1.19 3.18 -0.94
C -3.46 2.53 2.37
C -4.72 1.70 2.17
C -4.58 0.56 3.20
O -3.14 0.31 3.20
C -2.45 1.39 2.57
H -3.54 3.05 3.33
H -3.22 3.17 1.53
H -4.79 1.44 1.11
H -5.60 2.27 2.44
H -5.13 -0.35 2.95
H -4.85 0.95 4.19
H -2.13 1.02 1.59
H -1.57 1.74 3.10
C 1.87 -1.08 3.09
C 1.93 -1.63 1.63
N 2.93 -2.62 1.35
C 2.85 -3.79 2.21
C 1.63 -4.75 2.01
C 2.96 -2.91 -0.14
C 4.13 -3.84 -0.49
H 1.33 -0.13 3.10
H 2.90 -0.91 3.39
H 1.29 -1.86 3.57
H 0.98 -2.07 1.36
H 2.13 -0.76 1.00
H 3.80 -4.33 2.12
H 2.75 -3.39 3.22
H 1.50 -5.45 2.83
H 0.68 -4.23 2.06
H 1.65 -5.28 1.05
H 3.17 -1.98 -0.67
H 2.03 -3.31 -0.54
H 4.29 -3.97 -1.56
H 3.91 -4.79 -0.01
H 5.08 -3.59 -0.02
C 2.64 0.11 -0.32
C 3.90 -0.59 -0.81
N 4.05 -0.49 -2.27
C 5.18 -1.33 -2.76
C 5.11 -2.79 -2.31
C 4.14 0.91 -2.74
C 4.53 1.03 -4.22
H 2.73 1.19 -0.45
H 2.56 -0.07 0.75
H 1.77 -0.26 -0.85
H 4.78 -0.27 -0.25
H 3.77 -1.64 -0.57
H 6.13 -0.82 -2.59
H 5.08 -1.33 -3.85
H 5.77 -3.36 -2.96
H 4.13 -3.25 -2.45
H 5.41 -2.89 -1.27
H 3.14 1.32 -2.68
H 4.83 1.48 -2.13
H 4.48 2.09 -4.47
H 5.56 0.73 -4.42
H 3.84 0.49 -4.88
```

Properties
- E_LUMO (eV) = 0.37
- E_tot (eV) = -91715.2833
- total charge = 0
- energy above the lowest of the compared OMol25 structures with the same formula, charge and spin (kJ/mol) = 8916.07
- strongest force on any atom (eV/Å) = 14.25

***

Here is C60H132F12N12O24S12 as an isolated structure in a non-equilibrium geometry from OMol25. Energies are from the ωB97M-V functional and the def2-TZVPD basis.

```
252
Properties=species:S:1:pos:R:3
C 19.35 16.82 18.73
C 17.85 17.00 18.71
C 17.51 18.17 17.79
C 15.95 18.29 17.73
N 15.41 19.70 17.66
C 15.66 20.42 19.01
C 14.41 21.17 19.32
C 13.54 21.13 18.04
C 13.90 19.71 17.49
C 16.27 20.50 16.56
C 16.17 19.99 15.15
C 14.95 20.02 14.28
H 19.61 16.36 17.78
H 19.62 15.98 19.37
H 20.04 17.64 18.99
H 17.38 17.19 19.66
H 17.37 16.11 18.27
H 17.86 17.94 16.80
H 17.97 19.10 18.14
H 15.46 17.80 18.64
H 15.50 17.75 16.90
H 16.51 21.04 18.93
H 15.94 19.66 19.67
H 14.30 22.16 19.70
H 13.80 20.67 20.03
H 13.78 21.91 17.33
H 12.49 21.20 18.40
H 13.68 19.54 16.45
H 13.52 18.89 18.07
H 17.33 20.58 16.81
H 15.98 21.55 16.64
H 16.43 18.93 15.14
H 16.99 20.52 14.60
H 15.30 20.16 13.29
H 14.30 20.88 14.47
H 14.40 19.10 14.41
C 13.30 13.02 24.30
C 12.87 14.33 23.63
C 13.55 14.66 22.30
C 13.53 13.49 21.23
N 14.30 13.78 19.97
C 13.53 14.81 19.16
C 12.31 14.03 18.64
C 12.85 12.62 18.44
C 14.24 12.58 19.00
C 15.73 14.24 20.16
C 16.64 13.40 20.94
C 18.00 14.00 20.83
H 14.25 12.58 23.97
H 12.63 12.20 24.00
H 13.24 13.08 25.39
H 13.12 15.15 24.29
H 11.80 14.43 23.43
H 14.60 14.94 22.59
H 13.07 15.51 21.80
H 12.46 13.20 21.05
H 14.00 12.55 21.55
H 14.20 15.16 18.35
H 13.33 15.70 19.71
H 11.89 14.47 17.76
H 11.57 14.02 19.44
H 12.87 12.40 17.37
H 12.18 11.89 18.93
H 14.90 12.89 18.12
H 14.67 11.68 19.33
H 15.64 15.24 20.53
H 16.06 14.38 19.12
H 16.57 12.36 20.67
H 16.38 13.41 22.00
H 18.53 13.99 19.82
H 18.64 13.57 21.55
H 18.00 15.03 21.17
C 14.84 25.42 26.42
C 13.45 24.87 26.29
C 12.89 24.73 24.86
C 13.55 23.63 23.94
N 12.55 23.10 22.99
C 11.32 22.46 23.66
C 11.86 21.16 24.24
C 13.14 20.77 23.30
C 13.16 21.89 22.35
C 12.07 24.07 22.01
C 13.02 24.60 20.87
C 12.62 25.93 20.38
H 14.87 25.79 27.46
H 15.01 26.27 25.85
H 15.50 24.61 26.14
H 12.66 25.43 26.73
H 13.38 23.87 26.73
H 12.98 25.67 24.28
H 11.83 24.48 24.98
H 13.97 22.84 24.48
H 14.32 24.12 23.25
H 10.65 22.30 22.77
H 10.86 23.19 24.33
H 11.16 20.32 24.29
H 12.25 21.29 25.26
H 12.98 19.80 22.79
H 14.02 20.67 23.96
H 12.62 21.66 21.40
H 14.18 22.19 22.04
H 11.64 24.87 22.65
H 11.20 23.55 21.54
H 12.99 23.84 20.10
H 14.02 24.53 21.34
H 12.89 26.71 21.04
H 11.57 25.96 20.23
H 13.05 26.06 19.35
C 22.47 16.83 15.00
C 22.59 17.89 13.85
C 21.23 18.57 13.73
N 21.02 19.69 12.71
C 19.58 20.09 12.73
C 19.31 21.35 11.94
C 20.26 22.52 12.02
C 21.70 22.10 12.02
C 21.91 20.87 12.94
C 21.42 19.14 11.37
H 22.12 17.35 15.90
H 23.46 16.40 15.24
H 21.76 16.02 14.77
H 23.03 17.42 12.92
H 23.33 18.71 14.11
H 20.92 19.10 14.67
H 20.47 17.83 13.52
H 19.28 20.30 13.78
H 19.06 19.20 12.46
H 18.31 21.74 12.10
H 19.22 21.20 10.86
H 20.09 23.05 12.98
H 20.04 23.23 11.19
H 22.43 22.88 12.24
H 22.12 21.78 11.03
H 21.74 21.19 13.94
H 22.94 20.39 12.80
H 20.96 18.13 11.29
H 22.50 19.00 11.31
H 21.10 19.88 10.55
C 13.44 26.35 11.42
C 14.69 25.46 11.59
C 15.83 26.28 12.16
N 17.15 25.50 12.22
C 18.14 26.34 13.12
C 17.82 26.20 14.60
C 17.64 24.77 15.10
C 16.55 24.06 14.22
C 17.01 24.04 12.76
C 17.72 25.33 10.80
H 13.45 27.13 10.69
H 13.26 26.90 12.37
H 12.54 25.80 11.05
H 14.92 24.91 10.64
H 14.38 24.70 12.30
H 15.57 26.71 13.15
H 15.93 27.06 11.47
H 17.98 27.40 12.92
H 19.14 26.00 12.82
H 16.87 26.68 14.80
H 18.60 26.73 15.15
H 17.32 24.72 16.13
H 18.57 24.16 15.15
H 15.59 24.60 14.35
H 16.51 22.97 14.59
H 16.36 23.50 12.09
H 17.98 23.61 12.77
H 17.11 24.68 10.22
H 18.75 25.18 10.89
H 17.67 26.32 10.32
C 21.60 25.85 22.52
C 22.44 24.55 22.28
C 21.50 23.51 21.66
N 21.96 22.16 22.12
C 21.20 21.18 21.21
C 21.47 19.77 21.63
C 22.97 19.47 21.50
C 23.82 20.48 22.24
C 23.38 21.92 21.95
C 21.55 21.97 23.55
H 21.60 26.48 21.67
H 22.17 26.50 23.21
H 20.63 25.70 23.00
H 22.89 24.18 23.21
H 23.19 24.79 21.49
H 21.73 23.52 20.54
H 20.45 23.59 21.86
H 21.53 21.39 20.19
H 20.14 21.44 21.27
H 20.98 19.16 20.85
H 21.00 19.52 22.58
H 23.15 19.54 20.37
H 23.21 18.48 21.82
H 24.93 20.47 22.00
H 23.75 20.27 23.34
H 23.63 22.20 20.91
H 23.93 22.68 22.51
H 20.54 22.28 23.65
H 22.24 22.58 24.10
H 21.64 20.95 23.84
N 20.34 24.19 9.04
S 20.59 22.96 8.16
O 20.52 21.74 8.87
O 21.67 23.14 7.25
F 19.26 22.96 7.32
S 21.40 25.26 9.58
O 20.84 25.83 10.77
O 21.97 26.16 8.65
F 22.56 24.34 10.22
N 16.77 15.80 15.00
S 18.12 15.07 14.94
O 18.24 14.03 15.89
O 19.18 15.92 14.63
F 17.97 14.26 13.51
S 15.37 15.19 15.38
O 14.43 16.18 15.15
O 15.42 14.40 16.52
F 15.10 14.18 14.19
N 11.30 19.80 20.73
S 9.84 20.33 20.43
O 9.79 21.74 20.51
O 8.77 19.50 20.98
F 9.69 20.00 18.84
S 11.74 18.28 20.47
O 11.82 17.81 19.13
O 11.38 17.40 21.57
F 13.33 18.54 20.76
N 15.09 26.61 17.39
S 14.18 25.83 16.36
O 14.22 24.42 16.60
O 14.14 26.36 15.01
F 12.75 26.31 17.06
S 15.64 28.08 17.30
O 15.59 28.49 15.93
O 16.81 28.33 18.04
F 14.48 28.89 18.01
N 16.72 19.67 21.96
S 16.57 18.30 22.69
O 17.55 17.96 23.65
O 16.23 17.40 21.65
F 15.18 18.60 23.43
S 17.43 20.93 22.64
O 17.16 22.08 21.83
O 18.79 20.61 23.09
F 16.58 21.13 24.05
N 21.65 21.51 17.95
S 22.83 22.43 17.74
O 22.72 23.67 18.54
O 23.22 22.55 16.37
F 23.95 21.56 18.37
S 20.25 21.26 17.31
O 19.50 20.51 18.29
O 20.13 20.85 15.98
F 19.76 22.80 17.30
```

Properties
- E_LUMO (eV) = -0.05
- E_tot (eV) = -294010.2692
- total charge = 0
- strongest force on any atom (eV/Å) = 4.74

***

Number 1: HOMO energy -6.73 eV, gap between HOMO and LUMO 7.0986 eV. Number 2: HOMO energy -9.45 eV, gap between HOMO and LUMO 9.4037 eV.